No. 1
Molecular formula: C9H22N2O2
Method: DFT, ωB97M-V/def2-TZVPD

Calculated values
- Energy relative to the best compared isomer or geometry (same formula, charge and spin): 317.0 kJ/mol
- Highest occupied orbital energy: -17.0 eV
- LUMO level: -6.23 eV
- Total energy: -615.311327 hartree
- Net charge: +2
- SMILES: C[N+](C)(C)[C@H](O)[N+]1(C)CCOCC1
- Spin multiplicity: 1

Each line ends with the natural charge from an NBO analysis.
Atoms and positions in Å:
C -0.110427 3.015769 -0.446125  -0.422
N 0.037554 1.616750 -0.894386  -0.217
C -1.225654 1.238626 -1.512337  -0.439
C 1.225056 1.428633 -1.794247  -0.463
C 0.156013 0.733622 0.467210  0.484
O 1.379685 1.090797 0.952570  -0.685
N 0.202191 -0.808281 0.491471  -0.237
C 1.104438 -1.432658 -0.528769  -0.386
C -1.290041 -1.263693 0.440112  -0.267
C -1.460784 -2.713008 0.808957  -0.131
O -1.203828 -2.734567 2.206745  -0.512
C 0.197609 -2.480746 2.484111  -0.102
C 0.639464 -1.130736 1.912093  -0.251
H 0.847460 3.322359 -0.204799  0.238
H -0.507570 3.620883 -1.122449  0.257
H -0.906610 3.171186 0.362951  0.250
H -1.317578 0.291415 -1.872605  0.230
H -2.101159 1.326779 -0.894109  0.248
H -1.214524 1.862860 -2.445030  0.256
H 1.107455 0.812802 -2.650121  0.259
H 1.442395 2.308907 -2.344044  0.265
H 2.126799 1.139990 -1.434544  0.254
H -0.620831 1.107176 1.032445  0.204
H 1.185934 1.859777 1.489357  0.514
H 1.861410 -0.663499 -0.654312  0.235
H 1.559225 -2.234781 -0.121634  0.244
H 0.560510 -1.763546 -1.287956  0.230
H -1.820430 -1.213600 -0.544388  0.249
H -1.858573 -0.613724 1.204834  0.255
H -2.453737 -2.957827 0.455687  0.250
H -0.863718 -3.608243 0.309511  0.224
H 0.753728 -3.255021 1.880032  0.189
H 0.222839 -2.535530 3.698185  0.294
H 0.111958 -0.425963 2.641976  0.237
H 1.631977 -1.130151 2.049414  0.246

Atomic forces in eV per Å
-0.652 -1.836 3.838
-0.456 -3.109 1.336
-0.392 2.679 -2.465
-1.832 1.208 -1.962
3.924 0.018 -1.763
-0.369 0.304 0.165
-2.727 0.707 0.226
0.926 3.941 2.691
-0.779 -0.092 -0.858
1.783 -1.288 0.530
-0.063 -0.430 0.233
-1.618 -1.622 -0.194
-4.594 0.456 2.636
1.659 1.068 0.910
-1.286 2.177 -3.874
1.417 -0.834 -0.501
0.776 -2.933 -0.874
-0.114 0.981 0.506
-0.944 -0.301 0.896
-1.281 -1.364 -0.351
-0.126 1.611 0.096
2.296 -0.664 2.364
-2.043 0.220 1.193
0.853 0.522 0.634
0.100 -0.480 -0.787
1.462 -2.692 1.625
-2.133 -0.782 -3.769
1.244 0.823 0.408
0.911 -1.196 -1.144
-0.703 -0.200 1.073
-0.454 2.263 0.439
-0.095 0.177 1.408
0.664 0.168 -3.233
0.916 -0.284 -1.377
3.731 0.783 -0.054

No. 2
Molecular formula: C2H3NS
Method: DFT, ωB97M-V/def2-TZVPD

Calculated values
- Energy relative to the best compared isomer or geometry (same formula, charge and spin): 150.7 kJ/mol
- Highest occupied orbital energy: -9.5 eV
- LUMO level: 0.56 eV
- Total energy: -530.877309 hartree
- Net charge: 0
- SMILES: [H]/N=C1\CS1
- Spin multiplicity: 1

Each line ends with the natural charge from an NBO analysis.
Atoms and positions in Å:
H -0.981963 1.654437 -0.217171  0.341
N -0.064417 1.688871 0.022438  -0.613
C 0.365776 0.545575 -0.032616  0.138
C -0.062875 -0.883234 0.012248  -0.525
S 1.760469 -0.413861 -0.002645  0.210
H -0.743181 -1.295983 -0.727322  0.228
H -0.273806 -1.295805 0.945071  0.220

Atomic forces in eV per Å
-3.831 0.309 -0.209
2.956 2.258 -0.126
-0.323 -2.648 0.990
0.422 1.229 -0.974
0.303 -0.747 -0.544
0.931 -0.144 -0.769
-0.458 -0.257 1.632

No. 3
Molecular formula: C16H13BrN2O4
Method: DFT, ωB97M-V/def2-TZVPD

Calculated values
- Energy relative to the best compared isomer or geometry (same formula, charge and spin): 238.0 kJ/mol
- Highest occupied orbital energy: -8.3 eV
- LUMO level: 0.39 eV
- Total energy: -3601.935218 hartree
- Net charge: 0
- SMILES: O=C(CO/N=C/c1ccc2c(c1)OCO2)Nc1cccc(Br)c1
- Spin multiplicity: 1

Each line ends with the natural charge from an NBO analysis.
Atoms and positions in Å:
O -3.988392 -1.885868 -0.410484  -0.589
C -3.331897 -1.084894 0.212081  0.654
C -3.956775 0.178615 0.831307  -0.157
O -3.434109 1.418852 0.383502  -0.369
N -2.049952 1.447600 0.398643  -0.179
C -1.481992 2.553706 0.143450  0.068
C -0.032156 2.577103 0.054938  -0.102
C 0.681939 3.737481 0.337363  -0.180
C 2.072700 3.767994 0.297525  -0.260
C 2.720252 2.604752 -0.047492  0.239
C 2.007589 1.441689 -0.364534  0.304
C 0.641211 1.401237 -0.321407  -0.269
O 2.882487 0.451267 -0.700739  -0.482
C 4.173186 1.001971 -0.547137  0.235
O 4.055048 2.360648 -0.168746  -0.471
N -2.012959 -1.198129 0.519627  -0.642
C -1.093195 -2.162796 0.112254  0.246
C -1.428249 -3.262066 -0.674258  -0.265
C -0.447290 -4.164073 -1.045283  -0.176
C 0.869238 -3.997074 -0.649385  -0.273
C 1.185886 -2.905438 0.140158  -0.039
Br 2.982704 -2.646421 0.714654  0.045
C 0.227413 -1.993119 0.530949  -0.319
H -3.863609 0.103256 1.924678  0.185
H -5.012850 0.215803 0.559142  0.225
H -2.034651 3.478300 -0.015471  0.192
H 0.146241 4.632504 0.614176  0.216
H 2.624255 4.663972 0.526590  0.232
H 0.093389 0.518027 -0.598294  0.238
H 4.720264 0.931939 -1.499158  0.164
H 4.719478 0.444905 0.230456  0.162
H -1.606510 -0.370001 0.950601  0.434
H -2.448733 -3.396135 -0.991220  0.255
H -0.711168 -5.012329 -1.657992  0.219
H 1.632615 -4.699387 -0.944735  0.228
H 0.498609 -1.153895 1.154258  0.226

Atomic forces in eV per Å
-0.216 -0.210 -0.165
0.021 0.527 0.237
-0.097 -0.305 0.191
0.294 0.981 -0.433
0.120 -0.233 0.362
-0.968 0.120 0.054
0.674 0.065 -0.041
-0.360 -0.230 -0.034
0.451 -0.210 -0.075
-0.535 -0.338 -0.058
0.156 0.524 0.226
0.245 0.018 -0.065
-0.468 0.068 -0.083
1.009 -0.650 -0.172
-0.171 0.437 0.091
0.313 -0.056 0.326
0.109 -0.365 -0.122
-0.214 0.016 -0.065
0.120 0.094 0.076
0.137 -0.040 0.002
0.107 0.044 0.038
-0.146 -0.117 -0.011
0.021 -0.046 -0.034
-0.024 0.046 -0.121
0.202 -0.102 0.037
-0.168 -0.049 -0.009
-0.074 0.107 0.021
0.071 0.125 0.034
-0.057 -0.143 -0.064
-0.183 0.066 0.187
-0.185 0.164 -0.109
-0.212 -0.258 -0.224
-0.026 -0.002 0.000
-0.039 -0.076 -0.057
0.063 -0.040 -0.007
0.029 0.069 0.068